[1]
# H12O6

A 6-piece molecular cluster, H12O6 overall (wB97M-V/def2-TZVPD, the Open Molecules 2025 dataset).

Cartesian coordinates (Å):
O: -2.42925 -0.45405 -0.56528
H: -2.61386 -0.71015 -1.46924
H: -3.06666 0.03388 -0.04778
O: 0.88444 1.42219 0.35306
H: 1.17400 1.41351 -0.56791
H: 1.51859 1.93516 0.86301
O: -1.30293 2.55386 -0.96712
H: -1.48988 3.39220 -0.52745
H: -0.86889 2.03157 -0.26873
O: 0.08123 -1.51781 2.72606
H: 0.87098 -2.01606 2.91075
H: -0.12619 -1.70327 1.79204
O: 2.53649 -0.64405 -1.47560
H: 1.76454 -0.86452 -0.92144
H: 3.32396 -0.89106 -0.99359
O: 0.25875 -1.37960 -0.06831
H: -0.18250 -1.98822 -0.67549
H: -0.33280 -0.61359 -0.09698

The SMILES is O.O.O.O.O.O. The LUMO energy comes out at 0.425 eV. The spin multiplicity is 1. As for the relative energy (zero: lowest compared OMol25 entry of this formula, charge and spin): 119.4 kJ/mol.

***

[2]
# C24H32BeN8O12S3Zn2

C24H32BeN8O12S3Zn2 as an isolated structure (wB97M-V/def2-TZVPD, the Open Molecules 2025 dataset).

Cartesian coordinates (Å):
Zn: -0.98485 -2.29058 -1.35814
Zn: 2.27360 -3.03960 1.47246
Be: 2.96873 1.58047 0.80920
S: 3.88009 -0.49478 2.66047
O: 2.67270 0.33745 2.88703
O: 4.67627 -0.65474 3.85708
O: 3.50160 -1.84644 2.20914
O: 4.59530 0.17725 1.54355
S: 0.69107 -0.71643 -0.29539
O: 0.59002 -1.16548 -1.71835
O: -0.72240 -0.87646 0.00593
O: 1.51786 -1.63453 0.44229
O: 1.10290 0.67782 -0.22204
S: -0.17671 -4.51675 -0.34062
O: -0.60594 -5.88511 -0.40450
O: -0.05981 -3.95910 -1.73207
O: -1.27265 -3.62359 0.13582
O: 0.99596 -4.27454 0.50835
C: -1.66671 -2.66721 2.98398
C: -0.20151 -2.73859 3.13768
N: 0.94311 -2.76726 3.21510
H: -2.14077 -2.65207 3.96352
H: -2.04007 -3.46730 2.35248
H: -1.83256 -1.70976 2.49167
C: 4.57787 1.16241 -4.01112
C: 4.04835 0.87933 -2.69064
N: 3.62684 0.65461 -1.64767
H: 5.10402 0.28102 -4.37356
H: 5.25653 2.01403 -4.06735
H: 3.76125 1.45795 -4.67332
C: 5.84428 -2.02209 -0.77391
C: 4.65391 -2.78556 -0.49220
N: 3.70396 -3.38904 -0.27484
H: 6.68252 -2.71695 -0.71475
H: 5.94568 -1.23657 -0.02511
H: 5.74576 -1.62662 -1.78348
C: -1.34505 4.30138 1.82168
C: -0.14793 3.49095 1.59197
N: 0.80985 2.88127 1.41104
H: -1.82831 3.88318 2.70617
H: -2.00069 4.21179 0.95677
H: -0.98328 5.30116 2.05426
N: -0.24427 0.43291 3.93658
C: -0.67893 0.28478 5.22176
C: -2.01394 0.68522 5.18907
C: -2.34189 1.13024 3.90020
C: -1.24639 0.79595 3.11164
H: 0.70913 0.25501 3.66820
H: -0.10638 -0.08179 6.05480
H: -2.69612 0.61830 6.02379
H: -3.26704 1.60406 3.61537
H: -1.10400 0.74959 2.04288
N: 1.36099 0.24022 -3.86677
C: 0.84242 1.40226 -4.33036
C: 0.81654 1.28773 -5.70489
C: 1.58880 0.16119 -6.02472
C: 2.02503 -0.43728 -4.85715
H: 1.31050 -0.09624 -2.89722
H: 0.41162 2.14466 -3.67802
H: 0.24051 1.95024 -6.33217
H: 1.80997 -0.21979 -7.01141
H: 2.51604 -1.38215 -4.69590
N: -6.22920 -0.49524 0.99522
C: -4.98823 0.08234 0.98670
C: -4.06597 -0.93012 0.93718
C: -4.75706 -2.16356 0.97498
C: -6.09026 -1.85017 0.94737
H: -7.12959 -0.05716 0.93302
H: -4.86623 1.14909 0.89022
H: -3.00351 -0.80394 0.79599
H: -4.33317 -3.15464 0.96484
H: -6.97456 -2.46761 0.95175
N: -1.03952 2.56489 -1.15159
C: -2.31527 2.09123 -1.10597
C: -3.12761 2.92479 -1.83122
C: -2.34607 4.01727 -2.20544
C: -1.04197 3.78866 -1.80449
H: -0.18741 2.14110 -0.82646
H: -2.51553 1.16506 -0.58874
H: -4.16214 2.70692 -2.04192
H: -2.74148 4.83456 -2.78939
H: -0.17863 4.39647 -2.01635

The LUMO energy comes out at -3.298 eV. The spin multiplicity is 1.

***

[3]
# C5H10O2

A 2-piece molecular cluster, C5H10O2 overall (wB97M-V/def2-TZVPD, the Open Molecules 2025 dataset).

Cartesian coordinates (Å):
C: 0.51157 -1.22740 1.49405
C: 0.85654 -1.32822 0.21174
O: 1.40343 -0.38361 -0.58753
C: 1.80524 0.81450 0.04640
H: 0.03480 -2.07265 1.97694
H: 0.58914 -0.30490 2.05764
H: 0.72238 -2.24866 -0.35152
H: 2.58452 0.60373 0.78881
H: 0.96232 1.30889 0.54098
H: 2.20101 1.46556 -0.73324
C: -2.08337 0.10005 -0.09534
C: -1.60327 1.03086 -0.91706
O: -0.97763 0.83447 -2.10723
H: -1.98062 -0.96198 -0.28083
H: -2.55541 0.38822 0.84006
H: -1.68944 2.09146 -0.68053
H: -0.78119 -0.11032 -2.20332

The SMILES is C=COC.C=CO. The LUMO energy comes out at 0.980 eV. The spin multiplicity is 1. As for the relative energy (zero: lowest compared OMol25 entry of this formula, charge and spin): 290.3 kJ/mol.

***

[4]
# C6H14N2O2

A 2-piece molecular cluster, C6H14N2O2 overall (wB97M-V/def2-TZVPD, the Open Molecules 2025 dataset).

Cartesian coordinates (Å):
N: 0.37863 2.42614 -0.62823
C: 0.90222 1.38268 0.08380
C: 1.29876 0.19402 -0.53168
N: 2.29856 -0.61930 0.05004
O: 1.41971 0.26649 -1.93119
H: 0.42798 3.34627 -0.21444
H: 0.50864 2.34069 -1.62900
H: 0.94265 1.48632 1.15630
H: 1.92964 -1.56643 0.15518
H: 2.63042 -0.27288 0.93933
H: 2.06881 -0.40442 -2.17267
C: -0.88392 -0.50825 2.27673
C: -1.40782 -0.18795 0.88909
C: -0.53393 -0.98496 -0.32339
C: -1.30407 -0.85299 -1.62183
O: -0.05357 -2.06721 0.01826
H: -1.56245 -0.14499 3.04909
H: 0.09969 -0.07116 2.45637
H: -0.78041 -1.58765 2.38831
H: -2.38978 -0.64400 0.75145
H: -1.54567 0.88069 0.70726
H: -1.11875 0.13356 -2.04825
H: -2.37347 -0.96637 -1.46764
H: -0.95185 -1.57830 -2.35291

The SMILES is N/C=C(/N)O.CCC(C)=O. The LUMO energy comes out at 0.505 eV. The spin multiplicity is 1. As for the relative energy (zero: lowest compared OMol25 entry of this formula, charge and spin): 310.2 kJ/mol.

***

[5]
# C9H24N6O3P

An isolated ion of composition C9H24N6O3P and charge +1 (wB97M-V/def2-TZVPD, the Open Molecules 2025 dataset).

Cartesian coordinates (Å):
C: -3.29288 -0.87941 -1.87158
C: -2.02107 -0.06415 -2.08471
N: -0.92258 -0.88875 -2.61176
C: -0.52471 -2.00153 -1.75578
C: -0.50131 -1.68952 -0.26901
N: 0.49775 -0.65419 0.00326
C: 0.69127 -0.10863 1.16516
N: 1.65602 0.86418 1.30525
P: 3.26204 0.08588 1.47273
N: 3.90374 0.09756 -0.11617
O: 4.11831 1.22426 2.24526
N: -0.05433 -0.54755 2.19515
N: 0.45441 -1.76598 2.78314
C: -0.25956 0.46280 3.26670
O: -1.45431 1.12965 3.03914
C: -1.32478 2.48924 2.62016
C: 0.17923 -0.16259 -3.06065
C: 0.16842 1.35281 -3.04417
O: 1.13070 -0.70702 -3.48588
H: -3.58378 -1.23689 -2.84783
H: -3.14042 -1.74591 -1.23988
H: -4.05584 -0.24455 -1.44389
H: -1.75750 0.54182 -1.21393
H: -2.27706 0.63546 -2.86678
H: 0.45261 -2.37983 -2.01540
H: -1.20670 -2.83092 -1.90729
H: -1.45895 -1.45819 0.17049
H: -0.17117 -2.59383 0.23258
H: 1.08327 -0.35629 -0.76730
H: 1.67595 1.47181 0.48311
H: 3.33137 0.61143 -0.78321
H: 4.02682 -0.84588 -0.46389
H: 3.99150 2.07973 1.80004
H: -0.32787 -2.35407 3.04715
H: 1.04433 -2.25899 2.12583
H: -0.37265 -0.10549 4.17955
H: 0.59130 1.11872 3.41036
H: -0.37663 2.93729 2.89565
H: -2.09652 3.06223 3.11599
H: -1.53566 2.55329 1.55327
H: -0.52290 1.67667 -3.81615
H: -0.15111 1.76972 -2.09398
H: 1.13126 1.71564 -3.35071

The SMILES is CCN(CCN/C(NP(N)O)=[N+](\N)COC)C(C)=O. The LUMO energy comes out at -3.925 eV. The spin multiplicity is 1. The total charge is +1.

***

For the records above, the corresponding electronic energy values read -12479.8764; -191639.9285; -9440.0341; -13522.4093; -34087.0999 eV.
For the records above, the corresponding highest occupied orbital energy values read -10.8; -8.1; -8.6; -7.6; -12.9 eV.
For the records above, the corresponding max |F| values read 0.0363; 0.0898; 0.0094; 0.0917; 0.0714 Eh/bohr.